[1]
Density functional theory data (wB97M-V/def2-TZVPD) for C54H66As3N3P3PtS2Se2Si as an isolated structure.

Geometry as ORCA input:
```
! wB97M-V def2-TZVPD RIJCOSX def2/J DEFGRID3
* xyz 1 5
Pt -0.503 -0.581 -0.776
Se -4.314 5.069 1.547
P -2.904 3.982 2.642
C -3.626 3.207 4.117
C -4.877 2.611 3.966
C -5.457 1.941 5.033
C -4.801 1.884 6.257
C -3.560 2.488 6.411
C -2.964 3.140 5.340
C -1.509 5.003 3.168
C -0.282 4.956 2.514
C 0.738 5.821 2.888
C 0.531 6.736 3.911
C -0.702 6.801 4.551
C -1.725 5.946 4.175
C -2.045 2.524 1.876
C -1.752 2.028 0.581
N -1.124 0.828 0.699
N -1.113 0.541 2.113
N -1.629 1.679 2.811
P -2.222 2.523 -1.107
Se -1.970 0.870 -2.437
C -1.246 3.967 -1.562
C -0.549 3.969 -2.768
C 0.188 5.088 -3.133
C 0.229 6.196 -2.299
C -0.469 6.195 -1.095
C -1.208 5.083 -0.725
C -3.952 2.999 -1.024
C -4.406 4.130 -1.690
C -5.753 4.460 -1.632
C -6.634 3.660 -0.918
C -6.182 2.508 -0.284
C -4.841 2.172 -0.339
H -5.393 2.689 3.016
H -6.424 1.469 4.913
H -5.260 1.372 7.094
H -3.053 2.451 7.368
H -1.984 3.586 5.456
H -0.125 4.254 1.702
H 1.694 5.783 2.379
H 1.328 7.407 4.204
H -0.866 7.526 5.338
H -2.696 6.009 4.653
H -0.586 3.098 -3.410
H 0.729 5.095 -4.071
H 0.798 7.071 -2.590
H -0.447 7.063 -0.448
H -1.776 5.102 0.196
H -3.710 4.763 -2.228
H -6.115 5.349 -2.134
H -7.680 3.935 -0.854
H -6.879 1.874 0.251
H -4.480 1.273 0.147
C 0.887 -4.350 0.071
As 0.977 -2.558 0.844
C 2.780 -2.092 0.264
C 1.332 -3.248 2.673
C 1.643 -2.359 3.895
C 1.434 -3.252 5.131
C 0.651 -1.182 4.031
As 0.874 0.174 2.622
C -2.037 -0.610 2.390
C 1.074 1.710 3.790
C 3.113 -1.844 3.812
As 4.167 -1.663 5.486
C 5.871 -1.399 4.560
C 3.845 0.235 5.861
H 1.721 -4.947 0.442
H 0.944 -4.309 -1.015
H -0.051 -4.829 0.349
H 3.493 -2.852 0.583
H 3.067 -1.126 0.668
H 2.787 -2.031 -0.823
H 2.151 -3.956 2.537
H 0.440 -3.844 2.882
H 0.429 -3.681 5.128
H 1.565 -2.691 6.057
H 2.158 -4.070 5.138
H 0.799 -0.677 4.987
H -0.362 -1.582 4.026
H -2.155 -0.702 3.464
H -1.633 -1.509 1.938
H -2.997 -0.363 1.942
H 0.357 1.688 4.608
H 0.955 2.629 3.226
H 2.091 1.673 4.185
H 3.164 -0.886 3.288
H 3.703 -2.545 3.218
H 6.231 -2.352 4.176
H 6.606 -1.018 5.269
H 5.774 -0.691 3.735
H 2.820 0.404 6.194
H 4.058 0.851 4.986
H 4.513 0.537 6.668
C 0.632 -1.027 -7.701
Si -0.965 -0.923 -6.763
C -2.146 -2.238 -7.312
C -1.704 0.781 -6.785
C -0.540 -1.263 -4.985
C -0.258 -1.498 -3.822
H 0.447 -0.982 -8.779
H 1.139 -1.972 -7.481
H 1.306 -0.207 -7.436
H -2.366 -2.125 -8.378
H -3.088 -2.187 -6.759
H -1.708 -3.227 -7.152
H -2.202 1.000 -7.735
H -0.927 1.534 -6.624
H -2.440 0.881 -5.982
S -0.205 -5.372 -5.407
P 1.198 -4.701 -4.198
S 0.234 -2.006 -2.326
C 2.585 -4.005 -5.164
C 2.931 -2.659 -5.056
C 3.978 -2.142 -5.815
C 4.682 -2.969 -6.676
C 4.345 -4.315 -6.782
C 3.300 -4.832 -6.033
C 1.935 -6.050 -3.219
C 1.117 -7.076 -2.748
C 1.649 -8.076 -1.945
C 2.995 -8.053 -1.599
C 3.808 -7.020 -2.046
C 3.279 -6.013 -2.847
H 2.382 -2.010 -4.384
H 4.237 -1.093 -5.730
H 5.495 -2.567 -7.269
H 4.899 -4.962 -7.452
H 3.035 -5.879 -6.120
H 0.070 -7.098 -3.028
H 1.010 -8.877 -1.590
H 3.409 -8.840 -0.979
H 4.857 -6.997 -1.777
H 3.918 -5.211 -3.198
*
```

Energy (Eh): -16000.70214

[2]
Density functional theory data (wB97M-V/def2-TZVPD) for C54H67ClF5N6Sr as an isolated structure.

Geometry as ORCA input:
```
! wB97M-V def2-TZVPD RIJCOSX def2/J DEFGRID3
* xyz 1 1
Sr -0.091 1.185 2.808
Cl 0.057 -0.293 0.313
C 5.200 -1.674 -2.364
C 4.445 -2.533 -1.333
C 3.698 -1.637 -0.335
C 4.470 -0.625 0.297
N 5.018 0.241 0.821
H 5.434 -2.231 -3.284
H 6.125 -1.323 -1.930
H 4.514 -0.911 -2.709
H 5.288 -3.055 -0.821
H 3.757 -3.208 -1.857
H 3.333 -2.265 0.479
H 2.847 -1.138 -0.821
C 3.638 5.312 0.269
C 4.789 4.301 0.263
C 4.817 3.465 1.595
C 3.504 2.848 1.921
N 2.419 2.558 2.219
H 3.817 6.090 1.005
H 2.711 4.745 0.394
H 3.494 5.787 -0.712
H 5.726 4.791 0.018
H 4.614 3.639 -0.639
H 5.133 4.069 2.456
H 5.554 2.673 1.468
C -0.493 5.768 -1.006
C -1.007 6.511 0.224
C -0.219 6.268 1.512
C -0.509 4.924 2.029
N -0.740 3.850 2.369
H -0.411 4.695 -0.845
H 0.547 5.994 -1.238
H -1.066 5.966 -1.962
H -2.064 6.165 0.398
H -1.013 7.579 0.011
H -0.509 6.948 2.310
H 0.852 6.292 1.376
C -1.939 1.128 -3.480
C -1.349 0.479 -4.784
C -2.378 0.297 -5.867
C -3.528 -0.506 -5.358
N -4.396 -0.955 -4.773
H -2.788 0.571 -3.060
H -2.223 2.149 -3.627
H -1.126 1.192 -2.749
H -0.960 -0.514 -4.532
H -0.501 1.070 -5.135
H -1.948 -0.229 -6.698
H -2.676 1.213 -6.324
C -0.183 -2.256 6.914
C 0.636 -1.341 7.846
C 1.596 -0.397 7.143
C 0.930 0.523 6.177
N 0.394 1.215 5.423
H -0.686 -1.750 6.080
H -0.997 -2.687 7.525
H 0.375 -3.140 6.606
H 1.194 -1.878 8.606
H -0.111 -0.786 8.410
H 2.329 -0.933 6.580
H 2.182 0.217 7.844
C -4.491 -1.250 1.342
C -4.524 -2.081 2.597
C -3.066 -2.734 2.866
C -2.062 -1.717 3.270
N -1.332 -0.865 3.560
H -5.411 -0.689 1.220
H -4.271 -1.879 0.480
H -3.665 -0.542 1.347
H -5.210 -2.903 2.562
H -4.701 -1.468 3.453
H -2.686 -3.220 2.000
H -3.127 -3.457 3.672
F -2.661 1.309 2.398
C -3.325 2.144 1.488
C -4.029 3.227 1.998
C -4.796 3.988 1.108
C -4.799 3.713 -0.241
C -3.973 2.711 -0.728
C -3.269 1.881 0.123
H -4.120 3.303 3.067
H -5.371 4.763 1.574
H -5.460 4.268 -0.916
H -4.015 2.441 -1.796
H -2.673 1.056 -0.263
F 0.595 -4.400 -2.418
C 1.111 -3.444 -3.154
C 1.100 -2.148 -2.780
C 1.703 -1.163 -3.603
C 2.324 -1.530 -4.749
C 2.363 -2.899 -5.163
C 1.739 -3.847 -4.322
H 0.651 -1.795 -1.853
H 1.651 -0.111 -3.295
H 2.736 -0.771 -5.441
H 2.860 -3.202 -6.061
H 1.705 -4.895 -4.535
F 0.276 -3.675 4.167
C 0.362 -4.494 3.021
C 0.179 -5.814 3.179
C 0.226 -6.607 2.034
C 0.570 -6.051 0.793
C 0.933 -4.723 0.732
C 0.807 -3.939 1.839
H -0.171 -6.280 4.061
H 0.022 -7.689 2.122
H 0.677 -6.720 -0.071
H 1.248 -4.296 -0.197
H 0.967 -2.876 1.703
F -5.766 -4.752 -1.727
C -4.625 -4.168 -1.397
C -3.834 -4.920 -0.562
C -2.509 -4.524 -0.269
C -2.084 -3.321 -0.805
C -2.924 -2.565 -1.633
C -4.208 -2.981 -1.907
H -4.224 -5.829 -0.170
H -1.900 -5.102 0.402
H -1.104 -2.982 -0.561
H -2.530 -1.632 -2.037
H -4.849 -2.377 -2.560
F -0.126 3.623 -3.509
C 1.068 3.159 -3.084
C 2.177 3.296 -3.934
C 3.399 2.742 -3.523
C 3.534 2.149 -2.297
C 2.444 2.082 -1.474
C 1.207 2.594 -1.848
H 2.145 3.853 -4.861
H 4.196 2.823 -4.239
H 4.490 1.726 -2.027
H 2.546 1.637 -0.491
H 0.353 2.394 -1.144
*
```

Energy (Eh): -3416.55788

[3]
Density functional theory data (wB97M-V/def2-TZVPD) for C54H78BBrN5O2P2TaTe as an isolated structure.

Geometry as ORCA input:
```
! wB97M-V def2-TZVPD RIJCOSX def2/J DEFGRID3
* xyz 2 1
Ta -1.022 0.123 -0.003
C -0.428 4.666 0.208
C 0.247 4.300 1.530
C -0.321 5.239 2.605
C 1.757 4.532 1.415
P -0.099 2.459 1.823
C -1.814 2.677 2.469
N -2.467 1.417 2.658
B -2.362 0.239 1.845
N -3.158 -0.743 2.524
C -3.412 -2.136 2.268
P -2.297 -2.870 0.998
C -1.660 -4.342 2.009
C -0.977 -5.352 1.078
C -2.702 -5.103 2.846
C -0.640 -3.752 2.986
C -3.497 -3.463 -0.319
C -2.645 -3.805 -1.549
C -4.351 -4.682 0.036
C -4.464 -2.311 -0.637
C -3.718 -0.162 3.666
C -4.540 -0.716 4.636
C -4.939 0.100 5.686
C -4.527 1.429 5.762
C -3.701 1.981 4.793
C -3.298 1.165 3.746
C 0.874 1.832 3.304
C 2.298 1.531 2.818
C 0.248 0.516 3.797
C 0.924 2.798 4.488
H -0.208 5.712 -0.019
H -0.065 4.056 -0.608
H -1.512 4.565 0.255
H -0.008 6.253 2.345
H -1.409 5.241 2.623
H 0.045 5.035 3.605
H 1.936 5.523 0.991
H 2.242 4.505 2.390
H 2.243 3.802 0.772
H -1.790 3.229 3.408
H -2.354 3.296 1.744
H -3.257 -2.674 3.200
H -4.453 -2.300 1.979
H -1.701 -5.992 0.579
H -0.375 -4.872 0.306
H -0.319 -5.998 1.664
H -3.522 -5.503 2.264
H -2.188 -5.950 3.309
H -3.112 -4.511 3.661
H 0.209 -3.317 2.472
H -1.081 -2.985 3.628
H -0.265 -4.547 3.636
H -1.959 -4.627 -1.344
H -3.295 -4.123 -2.367
H -2.060 -2.959 -1.898
H -3.767 -5.589 0.166
H -4.961 -4.519 0.925
H -5.036 -4.859 -0.797
H -3.983 -1.337 -0.684
H -5.272 -2.256 0.093
H -4.926 -2.508 -1.608
H -4.870 -1.744 4.583
H -5.584 -0.302 6.455
H -4.864 2.044 6.585
H -3.398 3.018 4.861
H 2.286 0.847 1.972
H 2.840 2.424 2.515
H 2.863 1.071 3.635
H 0.117 -0.213 3.000
H 0.922 0.087 4.545
H -0.715 0.669 4.281
H 1.527 3.679 4.282
H -0.066 3.113 4.814
H 1.387 2.278 5.330
C -3.523 -0.072 -3.409
C -2.286 -0.631 -2.763
O -1.499 -1.310 -3.373
N -2.053 -0.309 -1.399
Te 1.184 0.321 -2.363
C 2.267 1.672 -3.618
C 2.571 2.991 -3.292
C 2.177 3.668 -2.018
C 3.300 3.758 -4.202
C 3.724 3.256 -5.417
C 4.512 4.092 -6.385
C 3.390 1.941 -5.724
C 2.661 1.134 -4.862
C 2.369 -0.271 -5.320
C 2.858 -0.872 -1.865
C 2.928 -2.163 -2.403
C 1.832 -2.847 -3.191
C 4.086 -2.910 -2.172
C 5.131 -2.435 -1.400
C 6.361 -3.262 -1.150
C 5.013 -1.159 -0.850
C 3.904 -0.359 -1.079
C 3.892 1.031 -0.515
H -3.219 0.601 -4.212
H -4.163 0.456 -2.706
H -4.076 -0.894 -3.861
H 1.695 2.984 -1.322
H 1.496 4.498 -2.223
H 3.054 4.095 -1.530
H 3.539 4.782 -3.937
H 4.650 5.106 -6.016
H 4.009 4.144 -7.351
H 5.497 3.656 -6.556
H 3.702 1.525 -6.674
H 2.443 -0.330 -6.404
H 1.373 -0.609 -5.033
H 3.098 -0.967 -4.900
H 0.904 -2.279 -3.244
H 1.609 -3.821 -2.750
H 2.158 -3.044 -4.213
H 4.157 -3.901 -2.608
H 6.274 -4.252 -1.593
H 6.545 -3.376 -0.081
H 7.242 -2.780 -1.576
H 5.824 -0.767 -0.248
H 4.648 1.139 0.261
H 2.918 1.285 -0.096
H 4.112 1.756 -1.299
O 0.696 -0.811 0.665
N 1.405 -1.915 0.873
C 1.334 -2.930 0.007
C 2.105 -4.055 0.210
C 2.941 -4.126 1.309
C 2.981 -3.056 2.196
C 2.203 -1.951 1.959
H 0.656 -2.787 -0.822
H 2.041 -4.864 -0.503
H 3.558 -4.998 1.474
H 3.612 -3.069 3.072
H 2.171 -1.079 2.589
Br -4.351 1.924 -0.068
C -3.278 2.728 -1.396
C -3.884 3.624 -2.265
C -3.114 4.169 -3.275
C -1.784 3.792 -3.386
C -1.275 2.904 -2.462
N -1.997 2.379 -1.461
H -4.928 3.872 -2.146
H -3.551 4.871 -3.973
H -1.148 4.180 -4.168
H -0.240 2.595 -2.519
*
```

Energy (Eh): -6134.92929

Energy above the lowest of the compared OMol25 structures with the same formula, charge and spin: 180.33 0.00 45.94 (kJ/mol)
Maximum force: 0.8 2.8 1.5 (eV/A)